Molecular formula: C4HClN2
Method: DFT, ωB97M-V/def2-TZVPD

Last column: Löwdin charge in e.
Atoms and positions in Å:
C -0.94474 0.58351 -0.13416  -0.099
C -2.95898 0.39872 -0.38398  -0.375
C 0.36582 0.20301 0.15792  -0.111
C 2.56197 -0.63650 0.16785  -0.307
N 3.59932 -0.98159 -0.19370  0.144
N 1.45779 -0.03934 0.63279  0.111
Cl -3.24576 -1.03959 0.28049  0.661
H -0.83542 1.51177 -0.52720  -0.024

The gap between HOMO and LUMO comes out at 7.38 eV. For the calculated total energy, the calculation gives -722.43783 Eh. For the LUMO energy, the calculation gives -1.990 eV. The calculation puts the relative energy (zero: lowest compared OMol25 entry of this formula, charge and spin) at 5.8976 eV. The calculation puts the molar mass at 112.519 g mol⁻¹.